Record 1
Entry from the OMol25 dataset: a structure of composition C22H30N4O3PTi (ωB97M-V/def2-TZVPD).

```
61
Properties=species:S:1:pos:R:3:forces:R:3:lowdin_charge:R:1
Ti -0.245010 0.579006 0.259266 -1.4 -1.9 0.6 1.0688
C -4.071693 3.511288 2.753325 1.0 0.2 -0.1 -0.0354
C -3.784182 2.188391 2.424932 -1.4 -0.4 0.1 -0.0572
C -2.670278 1.879618 1.666296 0.6 -0.6 0.7 -0.0527
C -1.680293 2.842945 1.516399 0.4 0.7 -0.4 -0.2837
C -1.902725 4.167642 1.869379 0.2 -0.1 0.1 -0.0034
C -3.126983 4.494638 2.415039 -0.9 1.2 0.0 -0.0406
N -0.468975 2.430850 0.938281 3.1 2.7 -0.1 -0.0730
N 0.644703 3.259054 0.918167 -4.5 -1.2 0.6 0.1836
C 1.681703 2.688392 0.299795 0.8 -2.5 0.0 -0.2981
C 2.943916 3.324972 0.264185 0.0 0.8 0.4 0.0157
C 4.056216 2.657219 -0.212035 -0.3 -1.4 -0.7 -0.0144
C 3.939187 1.259180 -0.538722 -1.0 2.1 0.5 -0.0070
C 2.702386 0.629050 -0.483293 -0.9 0.0 0.1 -0.0854
C 1.511984 1.284123 -0.086222 3.6 1.5 -0.7 -0.1822
H -4.950688 3.814945 3.315346 0.0 -0.3 -0.2 0.1230
H -4.486262 1.402260 2.749192 0.4 0.4 -0.4 0.1282
H -2.459476 0.828925 1.393414 -0.3 0.3 0.1 0.0905
H -1.071206 4.848939 1.713979 -0.5 0.2 0.0 0.1193
H -3.427282 5.561779 2.537059 0.6 -1.0 0.2 0.1368
H 3.035333 4.344310 0.688637 -0.1 -0.6 -0.6 0.1410
H 4.995415 3.170924 -0.420092 -0.2 -0.1 0.5 0.1245
H 4.785405 0.693388 -0.821217 0.9 -0.4 -0.3 0.1061
H 2.638724 -0.416266 -0.762432 0.1 -0.1 0.0 0.1003
C 2.227022 -1.192575 4.963521 -0.3 1.1 0.7 0.0149
N 1.196521 -1.070366 3.929408 -0.9 -0.4 -1.2 -0.0830
C -0.103581 -1.642620 3.960133 1.0 1.4 -0.6 0.0126
C -0.694996 -1.227655 2.808814 -0.1 -0.9 -0.2 -0.1166
N 0.188381 -0.511231 2.028301 0.4 0.5 0.4 -0.0601
C 1.313289 -0.408554 2.746436 0.0 -0.7 0.4 -0.0908
H 1.707595 -1.105443 5.929700 0.3 0.2 -0.3 0.1092
H 2.913914 -0.338658 4.833006 -0.2 -0.5 0.2 0.1093
H 2.767068 -2.128320 4.992091 0.0 -0.3 -0.6 0.0984
H -0.543718 -2.171746 4.786766 0.4 -0.1 0.1 0.1368
H -1.648820 -1.535776 2.414457 -0.2 0.2 0.2 0.1175
H 2.210999 0.065080 2.333931 -0.3 -0.2 0.7 0.1500
C -0.027400 -2.587546 -5.460375 0.8 -0.1 -0.1 -0.0644
C -1.055905 -2.808569 -4.403052 0.1 1.4 -0.3 -0.2457
O -0.763175 -1.764561 -3.415260 -0.8 -0.1 2.6 -0.3388
P -1.121642 -2.025609 -1.795400 1.8 0.6 -1.7 1.0514
O 0.363937 -2.282389 -1.133423 -0.3 0.0 0.2 -0.3652
C 1.042078 -3.599575 -1.143107 -1.0 -0.6 -1.2 -0.2282
C 0.093966 -4.698827 -0.698338 -0.3 0.4 0.8 -0.0905
O -0.994766 -0.297496 -1.337823 0.4 -0.9 -0.6 -0.5029
C -1.618073 0.693553 -2.223152 0.2 0.6 -0.2 -0.2303
C -0.697700 1.339606 -3.300719 -0.4 1.3 2.1 -0.0224
H -0.154008 -3.278234 -6.256879 -0.2 -0.7 -0.8 0.0816
H 0.997491 -2.678859 -5.120454 0.1 -0.4 0.5 0.0836
H -0.018029 -1.602804 -5.882233 -0.7 0.7 -0.2 0.0798
H -0.982976 -3.754885 -3.929899 0.1 -1.1 0.3 0.0930
H -2.060345 -2.676622 -4.806480 0.0 0.1 0.2 0.1275
H 1.939548 -3.577013 -0.536266 -0.1 0.6 0.2 0.1186
H 1.331148 -3.796212 -2.190515 0.1 0.3 0.4 0.1224
H -0.187224 -4.567576 0.371010 -0.2 0.1 -0.8 0.0951
H 0.538187 -5.677022 -0.749171 0.5 -0.3 -0.2 0.0833
H -0.781698 -4.748670 -1.355168 -0.1 0.1 0.3 0.0611
H -2.054628 1.424216 -1.506825 0.3 0.0 -0.6 0.1224
H -2.449313 0.177070 -2.641350 -0.7 -0.2 -0.6 0.1038
H -0.128219 2.168342 -2.766821 -0.6 -0.8 -1.0 0.0985
H -1.348782 1.751524 -4.081893 0.2 0.1 0.3 0.0988
H 0.013934 0.690451 -3.761649 0.2 -0.7 -0.1 0.0647
```
Positions in Å, forces in eV/Å.

**LUMO (alpha / beta)**: -7.67 / -7.86 eV
**Gap between HOMO and LUMO (alpha / beta)**: 6.244 / 6.034 eV
**Molecular weight**: 477.35 g/mol
**Charge**: +2
**Energy above the lowest of the compared OMol25 structures with the same formula, charge and spin**: 0.0 kcal per mole
**Multiplicity**: 2
**E_HOMO (alpha / beta)**: -13.9 / -13.9 eV



Record 2
Entry from the OMol25 dataset: a cluster of 2 separate species, C2H8N2O2 in total (ωB97M-V/def2-TZVPD).

```
14
Properties=species:S:1:pos:R:3:forces:R:3:lowdin_charge:R:1
C -1.529825 -0.068891 -0.089816 0.0 0.2 0.2 -0.2385
N -0.810227 0.797905 0.822607 0.0 0.0 0.2 -0.0037
C -0.753243 -1.321491 -0.393410 -0.4 0.1 -0.4 -0.2543
O 0.199010 -1.708731 0.223638 0.1 0.0 0.2 0.0481
H -0.320289 0.239555 1.515633 0.0 0.1 0.0 0.0851
H -1.425469 1.448267 1.294635 0.1 -0.1 0.0 0.0878
H -1.167026 -1.895218 -1.243132 0.1 -0.1 0.0 0.1243
H -2.510209 -0.412948 0.287268 0.1 0.0 -0.1 0.1236
H -1.714621 0.466038 -1.027763 0.0 -0.2 0.0 0.1221
N 2.412133 0.395921 0.053727 -0.1 -0.1 0.2 -0.0398
O 1.474409 0.994813 -0.853842 0.0 -0.2 -0.2 -0.1809
H 0.720740 1.237429 -0.280992 0.3 0.0 0.1 0.0208
H 2.130973 -0.584572 0.146530 0.1 0.2 -0.2 0.0386
H 3.293642 0.411923 -0.455084 -0.2 0.0 0.0 0.0667
```
Positions in Å, forces in eV/Å.

**LUMO**: 0.81 eV
**Gap between HOMO and LUMO**: 9.506 eV
**Molecular weight**: 92.10 g/mol
**Structure (SMILES)**: NCC=O.NO
**Energy above the lowest of the compared OMol25 structures with the same formula, charge and spin**: 70.3 kcal per mole
**Multiplicity**: 1
**E_HOMO**: -8.7 eV



Record 3
Entry from the OMol25 dataset: a cluster of 2 separate species, C3H5NO2 in total (ωB97M-V/def2-TZVPD).

```
11
Properties=species:S:1:pos:R:3:forces:R:3:lowdin_charge:R:1
N 1.371106 -1.182229 -0.952026 -0.1 0.1 0.4 0.1224
C 0.759632 -1.037635 0.147101 0.1 -0.1 -0.3 -0.2254
C -0.725235 -1.302702 0.185399 -0.3 0.2 -0.2 -0.2267
O -1.549425 -0.578598 -0.321162 0.4 -0.3 0.3 0.0442
C -0.614792 2.015054 -0.018546 0.3 0.1 0.1 -0.1541
O 0.531675 1.863444 0.328064 -0.4 0.1 -0.1 -0.0314
H 2.363477 -0.979119 -0.818874 -0.1 0.0 -0.1 0.0593
H -1.037950 -2.229100 0.709618 0.0 0.1 0.0 0.1201
H 1.237818 -0.763131 1.096548 -0.1 0.0 -0.1 0.1162
H -0.927204 1.951839 -1.077169 0.1 0.0 0.2 0.0876
H -1.409099 2.242180 0.721048 0.1 -0.1 -0.1 0.0879
```
Positions in Å, forces in eV/Å.

**LUMO**: 0.47 eV
**Gap between HOMO and LUMO**: 10.475 eV
**Molecular weight**: 87.08 g/mol
**Structure (SMILES)**: [H]/N=C/C=O.C=O
**Energy above the lowest of the compared OMol25 structures with the same formula, charge and spin**: 64.9 kcal per mole
**Multiplicity**: 1
**E_HOMO**: -10.0 eV